No. 1
The following is a DFT calculation (ωB97M-V/def2-TZVPD) of the ion C4H8NS with charge +1 at a distorted geometry.

Properties
- HOMO: -0.491 hartree
- Total charge: +1
- Relative energy (zero: lowest compared OMol25 entry of this formula, charge and spin): 30.03 kcal per mole
- SMILES string: C[N@H+]1C=CSC1
- Strongest force on any atom: 0.095 Eh/bohr

```
14
Properties=species:S:1:pos:R:3:forces:R:3
C -0.614496 0.557504 -0.960139 0.09 -1.64 -0.53
C -0.361388 -0.486369 -1.755853 -0.40 0.33 -0.36
C -0.247809 -1.334462 0.572864 -0.95 1.51 1.68
C 1.014176 1.005281 0.715748 0.93 -0.41 4.76
N -0.260625 0.376103 0.440126 -0.38 -4.46 0.12
S 0.095547 -1.976600 -1.066279 1.10 -0.30 0.85
H -1.172059 1.418091 -1.129671 -0.36 1.55 -0.84
H -0.429482 -0.623614 -2.831136 -0.38 0.93 0.05
H 0.436327 -1.653205 1.449834 -1.14 0.67 -1.64
H -1.347273 -1.545888 0.752308 1.38 0.26 0.26
H 1.851609 0.445540 0.310971 -0.15 0.51 -0.59
H 0.829534 2.011559 0.554157 0.61 2.05 -1.50
H 1.224668 1.127148 1.892591 -0.65 -1.07 -2.29
H -1.018729 0.678912 1.054479 0.29 0.06 0.04
```
Positions in Å, forces in eV/Å.

Results of the natural (NBO) charge analysis, in e, for atoms 1 through 6:
1. C -0.13
2. C -0.33
3. C -0.37
4. C -0.44
5. N -0.37
6. S 0.41

---

No. 2
The following is a DFT calculation (ωB97M-V/def2-TZVPD) of a cluster of 2 separate species, C4H8NS in total at a distorted geometry.

Properties
- HOMO (alpha / beta): -0.463 / -0.456 hartree
- Total charge: +1
- Relative energy (zero: lowest compared OMol25 entry of this formula, charge and spin): 121.07 kcal per mole
- Strongest force on any atom: 0.117 Eh/bohr

```
14
Properties=species:S:1:pos:R:3:forces:R:3
C 2.583363 0.195070 1.198181 -0.80 1.07 -1.50
C 2.625286 0.513369 0.014153 0.37 -1.14 5.88
C -2.881980 0.740708 0.618778 1.19 -0.48 0.14
C -0.695231 0.114639 -0.690515 -0.52 -1.67 -1.66
N 0.429827 -0.885785 -0.659556 -0.06 -1.28 0.25
S -1.221454 0.752906 0.772585 -1.43 0.39 -0.33
H 2.246510 0.102168 2.231390 0.58 -0.20 -0.64
H -3.073990 0.050778 -0.162382 -0.97 -0.35 -0.61
H 2.962235 0.803612 -0.877962 0.86 0.93 -3.25
H -3.722148 1.272424 1.071917 0.99 0.24 0.18
H -1.386888 -0.281866 -1.545857 0.79 1.42 1.91
H 0.767004 -0.962774 -1.682983 -0.49 -0.25 2.21
H 0.085772 -1.842591 -0.267472 0.86 1.70 -1.26
H 1.281700 -0.572657 -0.020279 -1.38 -0.38 -1.30
```
Positions in Å, forces in eV/Å.

Results of the natural (NBO) charge analysis, in e, for atoms 1 through 6:
1. C -0.16
2. C -0.26
3. C -0.59
4. C -0.50
5. N -0.77
6. S 0.70

---

No. 3
The following is a DFT calculation (ωB97M-V/def2-TZVPD) of the ion C4H8O with charge -1 at a distorted geometry.

Properties
- HOMO (alpha / beta): 0.020 / -0.109 hartree
- Total charge: -1
- Multiplicity: 2
- Relative energy (zero: lowest compared OMol25 entry of this formula, charge and spin): 0.00 kcal per mole
- Strongest force on any atom: 0.031 Eh/bohr

```
13
Properties=species:S:1:pos:R:3:forces:R:3
C -0.643360 0.186252 -1.383869 -0.61 -0.03 -0.36
C -0.377645 -0.039896 0.096167 0.11 -0.86 -1.31
C 0.232567 1.182445 0.752690 -0.12 0.12 -0.01
C 0.519158 -1.281494 0.260753 0.22 -0.06 1.05
O -1.619223 -0.400369 -1.998582 0.23 -0.14 0.30
H -0.169754 1.036945 -1.888650 0.27 0.35 0.22
H -1.358147 -0.376675 0.460048 -0.04 0.48 0.55
H -0.535147 1.841286 1.163472 0.05 0.08 -0.01
H 0.788953 1.735236 -0.013502 0.00 0.02 0.11
H 0.935998 0.924211 1.544783 0.03 0.00 0.20
H 1.515505 -1.134062 -0.166408 -0.15 -0.03 -0.27
H 0.022528 -2.151263 -0.160555 0.12 -0.02 -0.36
H 0.688568 -1.522618 1.333653 -0.11 0.09 -0.10
```
Positions in Å, forces in eV/Å.

Results of the natural (NBO) charge analysis, in e, for atoms 1 through 6:
1. C 0.02
2. C -0.34
3. C -0.61
4. C -0.63
5. O -0.80
6. H 0.06

---

No. 4
The following is a DFT calculation (ωB97M-V/def2-TZVPD) of the molecule C4H8O at a distorted geometry.

Properties
- HOMO: -0.356 hartree
- Total charge: 0
- Relative energy (zero: lowest compared OMol25 entry of this formula, charge and spin): 77.19 kcal per mole
- SMILES string: C=CCOC
- Strongest force on any atom: 0.067 Eh/bohr

```
13
Properties=species:S:1:pos:R:3:forces:R:3
C -1.675784 -0.539887 -0.259125 -0.70 2.60 0.45
C 0.333051 -0.509854 0.972746 -0.58 1.95 -1.76
C 1.210946 -0.056219 -0.276986 0.22 -0.69 1.11
C 1.490364 1.230458 -0.580340 -0.07 -0.97 2.34
H -1.406622 0.377374 -1.008011 -0.01 -2.35 1.60
H -2.280601 -1.256733 -0.785250 -0.59 0.08 -0.19
H -2.351142 0.085696 0.606501 1.91 -2.14 -1.91
H 0.810669 -1.126773 1.835579 -0.79 1.42 -1.60
H -0.294955 0.480533 1.190607 1.61 -2.21 0.83
H 1.317486 -1.058547 -0.803336 0.52 1.99 -0.27
H 2.052651 1.723235 -1.321291 0.49 -0.54 -1.66
H 1.382666 2.000718 0.203286 -0.71 -0.63 -0.02
O -0.588728 -1.350003 0.225620 -1.29 1.49 1.08
```
Positions in Å, forces in eV/Å.

Results of the natural (NBO) charge analysis, in e, for atoms 1 through 6:
1. C -0.27
2. C -0.12
3. C -0.18
4. C -0.43
5. H 0.18
6. H 0.20

---

No. 5
The following is a DFT calculation (ωB97M-V/def2-TZVPD) of a cluster of 2 separate species, C4H8O in total at a distorted geometry.

Properties
- HOMO: -0.332 hartree
- Total charge: 0
- Relative energy (zero: lowest compared OMol25 entry of this formula, charge and spin): 66.94 kcal per mole
- SMILES string: C=C1CC1.O
- Strongest force on any atom: 0.028 Eh/bohr

```
13
Properties=species:S:1:pos:R:3:forces:R:3
C 0.094119 1.543910 0.317419 -0.32 -0.24 1.09
C -0.091624 0.226560 0.242328 -0.30 0.46 1.29
O 0.433176 0.094746 -1.914169 0.51 0.41 -1.21
C -1.095487 -0.829188 0.350997 -0.29 0.09 0.08
C 0.360715 -1.069019 0.763527 0.21 0.01 0.19
H 1.036712 1.949425 0.667780 0.00 0.04 -0.16
H -0.753980 2.211656 0.216127 0.12 0.07 -0.20
H 0.430719 0.970499 -1.447923 0.14 -1.09 -0.97
H 1.333141 -0.234247 -1.798568 -0.04 0.12 -0.18
H -1.837959 -0.642173 1.118423 -0.03 -0.26 0.02
H -1.447532 -1.385171 -0.514523 0.17 0.29 0.09
H 0.620955 -1.034910 1.816337 -0.05 -0.23 -0.03
H 0.917045 -1.802090 0.182244 -0.11 0.33 -0.02
```
Positions in Å, forces in eV/Å.

Results of the natural (NBO) charge analysis, in e, for atoms 1 through 6:
1. C -0.56
2. C 0.10
3. O -0.93
4. C -0.44
5. C -0.45
6. H 0.21

---

No. 6
The following is a DFT calculation (ωB97M-V/def2-TZVPD) of a structure of composition C4H8O at a distorted geometry.

Properties
- HOMO: -0.354 hartree
- Total charge: 0
- Relative energy (zero: lowest compared OMol25 entry of this formula, charge and spin): 76.05 kcal per mole
- Strongest force on any atom: 0.048 Eh/bohr

```
13
Properties=species:S:1:pos:R:3:forces:R:3
C 1.421772 -0.182957 0.441545 0.16 0.14 -1.44
C 0.204192 0.274541 -0.824661 1.35 -0.58 0.98
C -1.034683 -0.579409 -0.544012 0.13 -0.18 0.11
C -1.122744 0.513825 0.530852 -0.12 -0.11 0.46
O -0.478176 1.424137 -0.385176 0.30 0.25 0.24
H 2.130561 0.642353 0.437003 0.25 -0.10 -0.42
H 1.378278 -0.437935 1.550658 -1.12 0.41 -1.33
H 1.843787 -1.090026 0.029871 0.56 -0.02 -0.37
H 0.678531 0.415106 -1.813691 0.08 -0.34 0.67
H -1.863115 -0.483900 -1.257531 0.51 0.07 -0.07
H -0.855891 -1.620247 -0.272595 -0.17 0.07 0.17
H -0.244044 0.221747 1.167143 -2.20 0.61 0.93
H -2.058464 0.902761 0.940591 0.27 -0.23 0.09
```
Positions in Å, forces in eV/Å.

Results of the natural (NBO) charge analysis, in e, for atoms 1 through 6:
1. C -0.72
2. C 0.14
3. C -0.46
4. C -0.10
5. O -0.52
6. H 0.22

---

No. 7
The following is a DFT calculation (ωB97M-V/def2-TZVPD) of a cluster of 2 separate species, C4H8O in total.

Properties
- HOMO: -0.358 hartree
- Total charge: 0
- Relative energy (zero: lowest compared OMol25 entry of this formula, charge and spin): 38.85 kcal per mole
- SMILES string: CC=O.C=C
- Strongest force on any atom: 0.012 Eh/bohr

```
13
Properties=species:S:1:pos:R:3:forces:R:3
C 1.795544 -0.225361 -0.067976 0.06 -0.01 0.05
C 0.739663 0.839008 -0.169905 0.27 0.43 0.21
C -1.372957 -0.884651 -0.100963 -0.36 0.00 0.07
C -1.849638 0.265229 0.363390 -0.18 -0.30 -0.09
O 0.468763 1.588044 0.738378 0.42 -0.04 -0.42
H 2.742924 0.310953 -0.183159 0.08 -0.17 -0.01
H 1.785561 -0.691581 0.920188 0.00 0.10 -0.13
H 1.720150 -0.980941 -0.855715 -0.05 0.15 0.12
H 0.266155 0.935515 -1.170414 0.11 0.18 0.19
H -1.290135 -1.079824 -1.169181 -0.09 0.00 0.18
H -0.990045 -1.653755 0.565835 -0.18 0.06 -0.08
H -1.866784 0.497856 1.425335 -0.04 -0.14 -0.18
H -2.149199 1.079511 -0.295817 -0.05 -0.27 0.08
```
Positions in Å, forces in eV/Å.

Results of the natural (NBO) charge analysis, in e, for atoms 1 through 6:
1. C -0.73
2. C 0.46
3. C -0.44
4. C -0.34
5. O -0.56
6. H 0.25

---

No. 8
The following is a DFT calculation (ωB97M-V/def2-TZVPD) of a structure of composition C4H8O at a distorted geometry.

Properties
- HOMO: -0.356 hartree
- Total charge: 0
- Relative energy (zero: lowest compared OMol25 entry of this formula, charge and spin): 92.70 kcal per mole
- Strongest force on any atom: 0.073 Eh/bohr

```
13
Properties=species:S:1:pos:R:3:forces:R:3
C 0.933183 -0.457776 -0.998627 -0.88 -1.62 -0.79
C 0.364417 -0.154185 0.345195 -0.27 -0.09 -0.02
C -0.079402 1.123656 1.088834 0.28 0.02 -0.04
O -1.461771 0.673138 1.083507 -0.20 -0.93 0.17
C -1.095091 -0.284413 0.028402 0.17 -1.48 -0.95
H 0.079937 -1.403260 -1.229931 2.76 2.32 -0.69
H 1.900333 -0.947515 -1.057145 0.18 0.23 0.08
H 0.871313 0.410671 -1.680611 -0.15 -0.79 0.06
H 0.669939 -0.909886 1.077935 -0.20 0.14 -0.10
H 0.071388 2.057344 0.527693 -0.28 -0.17 0.06
H 0.293608 1.239408 2.113949 -0.09 -0.02 -0.27
H -1.106207 -1.505525 -0.385753 -1.78 2.14 2.49
H -1.441648 0.158342 -0.913448 0.43 0.25 0.01
```
Positions in Å, forces in eV/Å.

Results of the natural (NBO) charge analysis, in e, for atoms 1 through 6:
1. C -0.57
2. C -0.32
3. C -0.06
4. O -0.53
5. C -0.03
6. H 0.17

---

No. 9
The following is a DFT calculation (ωB97M-V/def2-TZVPD) of the molecule C4H8O.

Properties
- HOMO: -0.364 hartree
- Total charge: 0
- Relative energy (zero: lowest compared OMol25 entry of this formula, charge and spin): 21.87 kcal per mole
- SMILES string: CC1(O)CC1
- Strongest force on any atom: 0.006 Eh/bohr

```
13
Properties=species:S:1:pos:R:3:forces:R:3
C -1.168382 -0.659339 0.662181 0.00 0.01 0.04
C -0.191436 0.057640 -0.240523 0.10 -0.18 0.21
O -0.778860 0.496828 -1.440282 -0.10 0.16 -0.05
C 1.192843 -0.479772 -0.380929 0.08 -0.21 -0.11
C 0.973459 0.886461 0.224547 0.01 0.19 0.12
H -0.700197 -1.019007 1.584227 0.00 0.12 -0.14
H -1.555270 -1.526611 0.115164 0.02 0.11 0.12
H -2.022645 -0.026392 0.929954 0.16 -0.01 -0.02
H -1.232609 1.324144 -1.231647 0.01 -0.15 -0.17
H 1.477836 -1.279955 0.298009 -0.06 0.11 -0.16
H 1.611011 -0.549127 -1.379835 -0.05 0.09 0.14
H 1.184100 1.044955 1.278686 -0.13 -0.12 -0.13
H 1.210148 1.730171 -0.419547 -0.04 -0.12 0.16
```
Positions in Å, forces in eV/Å.

Results of the natural (NBO) charge analysis, in e, for atoms 1 through 6:
1. C -0.62
2. C 0.23
3. O -0.70
4. C -0.43
5. C -0.45
6. H 0.21

---

No. 10
The following is a DFT calculation (ωB97M-V/def2-TZVPD) of a cluster of 2 separate species, C4H8O in total at a distorted geometry.

Properties
- HOMO: -0.336 hartree
- Total charge: 0
- Relative energy (zero: lowest compared OMol25 entry of this formula, charge and spin): 63.92 kcal per mole
- SMILES string: C=C1CC1.O
- Strongest force on any atom: 0.022 Eh/bohr

```
13
Properties=species:S:1:pos:R:3:forces:R:3
O 2.309117 -0.250489 -1.100220 0.36 -0.34 -1.05
C 0.935716 0.317046 0.765979 -0.64 0.14 0.47
C -0.194414 0.097839 0.107963 -0.07 0.34 1.03
C -1.429978 0.796642 -0.232276 -0.17 0.29 -0.06
C -1.429924 -0.670611 0.226675 -0.18 -0.26 0.14
H 2.529358 -1.090385 -0.685614 0.04 -0.04 -0.14
H 1.435750 1.278513 0.748331 -0.07 -0.08 -0.05
H 1.418782 -0.465188 1.345647 -0.05 0.04 -0.13
H 1.332311 -0.260120 -1.145531 0.93 -0.04 -0.09
H -1.710150 1.561353 0.484883 -0.23 -0.05 -0.14
H -1.740542 0.992956 -1.255167 0.15 -0.11 0.10
H -1.716655 -0.897328 1.247534 -0.24 -0.03 -0.11
H -1.739374 -1.410224 -0.508199 0.18 0.15 0.03
```
Positions in Å, forces in eV/Å.

Results of the natural (NBO) charge analysis, in e, for atoms 1 through 6:
1. O -0.93
2. C -0.30
3. C -0.13
4. C -0.43
5. C -0.43
6. H 0.46

---

No. 11
The following is a DFT calculation (ωB97M-V/def2-TZVPD) of the molecule C4H8O.

Properties
- HOMO: -0.370 hartree
- Total charge: 0
- Relative energy (zero: lowest compared OMol25 entry of this formula, charge and spin): 27.79 kcal per mole
- SMILES string: OCC1CC1
- Strongest force on any atom: 0.007 Eh/bohr

```
13
Properties=species:S:1:pos:R:3:forces:R:3
O -1.873059 0.968124 0.520063 0.04 0.22 -0.07
C -1.355316 -0.309296 0.189220 0.06 -0.36 -0.04
C -0.016079 -0.303042 -0.538939 -0.10 -0.02 -0.07
C 1.242187 -0.715888 0.176255 0.06 -0.14 0.06
C 1.040002 0.719987 -0.199454 0.04 0.18 -0.01
H -1.199000 1.623898 0.318303 -0.04 0.00 -0.02
H -2.098944 -0.802402 -0.447312 0.11 0.00 0.09
H -1.276133 -0.899378 1.111957 0.02 0.10 -0.08
H -0.062869 -0.575277 -1.591084 -0.01 0.09 0.17
H 1.148190 -0.964950 1.230698 0.00 0.02 -0.19
H 1.985377 -1.296853 -0.361599 -0.13 0.10 0.07
H 0.840701 1.420441 0.607445 0.06 -0.10 -0.07
H 1.624941 1.134635 -1.015553 -0.12 -0.07 0.15
```
Positions in Å, forces in eV/Å.

Results of the natural (NBO) charge analysis, in e, for atoms 1 through 6:
1. O -0.72
2. C -0.06
3. C -0.26
4. C -0.41
5. C -0.43
6. H 0.47

---

No. 12
The following is a DFT calculation (ωB97M-V/def2-TZVPD) of the molecule C4H8O at a distorted geometry.

Properties
- HOMO: -0.372 hartree
- Total charge: 0
- Relative energy (zero: lowest compared OMol25 entry of this formula, charge and spin): 49.58 kcal per mole
- SMILES string: CC[C@@H]1CO1
- Strongest force on any atom: 0.051 Eh/bohr

```
13
Properties=species:S:1:pos:R:3:forces:R:3
C -1.181509 -1.241190 0.569162 1.28 0.94 1.34
C -0.567393 -0.241891 -0.515602 -0.92 -0.77 0.21
C 0.240708 0.897671 0.109102 -1.40 1.02 0.04
C 1.604051 1.006843 -0.399785 1.18 0.45 0.62
H -1.643404 -0.648583 1.497776 1.06 -1.25 -2.04
H -0.203910 -1.781261 0.928673 -2.22 0.65 -0.26
H -1.958164 -1.969093 0.213605 0.95 0.74 0.08
H 0.041189 -0.854634 -1.256615 -0.62 0.80 1.02
H -1.324550 0.303387 -1.111522 0.03 -0.55 0.21
H -0.382421 1.801980 0.456560 0.98 -1.31 -0.83
H 2.216034 1.970622 -0.388089 -1.06 -1.50 -0.41
H 1.877609 0.144655 -1.104616 0.08 1.53 1.24
O 1.281759 0.611493 1.001350 0.67 -0.76 -1.22
```
Positions in Å, forces in eV/Å.

Results of the natural (NBO) charge analysis, in e, for atoms 1 through 6:
1. C -0.63
2. C -0.43
3. C 0.05
4. C -0.13
5. H 0.21
6. H 0.22